The following is a quantum chemistry calculation of a structure of composition C45H44N2O5Pd at a distorted geometry, from the Open Molecules 2025 dataset.

Summary:
* ⟨S²⟩: 6.10
* energy relative to the best compared isomer or geometry (same formula, charge and spin): 0.0000 eV
* F_max: 1.51 eV Å⁻¹
* 2S+1: 5
* Kohn-Sham gap (spin up / spin down): 0.1919 / 0.2421 Ha

Geometry as XYZ:
```
97
C45H44N2O5Pd (ωB97M-V with the def2-TZVPD basis set)
Pd -0.124 0.056 0.297
O -0.071 -4.532 4.909
O -0.312 -0.361 2.716
O 1.099 -4.805 2.221
O -1.407 -1.906 5.026
O 0.395 -2.319 0.744
N 2.159 -0.068 0.377
N 0.690 2.142 0.388
C -2.213 0.456 -0.349
C 2.858 -1.279 0.213
C -5.223 1.267 -1.253
C 1.946 2.242 0.635
C 3.597 -3.020 -1.265
C 2.923 -1.824 -1.080
C -0.078 -3.696 4.045
C 4.249 1.133 0.746
C -1.556 -1.688 -2.199
C -1.910 -1.974 -0.872
C -1.074 5.202 1.424
C -3.051 -1.094 1.263
C -6.305 -2.354 2.524
C 2.283 -1.105 -2.234
C -4.403 3.048 0.303
C -0.265 -1.578 2.917
C -1.944 -3.319 -0.463
C -4.317 -1.735 1.264
C -1.228 -2.709 -3.073
C -1.598 -4.329 -1.337
C -0.035 3.351 0.317
C 0.515 -3.837 2.651
C -0.550 3.917 1.488
C 4.083 -3.144 1.080
C -0.680 -2.303 4.146
C -6.947 -2.745 1.351
C 4.179 -3.677 -0.192
C 2.615 3.563 0.879
C -0.493 3.145 2.777
C -1.231 -4.029 -2.643
C -5.020 -1.857 2.487
C -4.990 -2.140 0.082
C -6.279 -2.630 0.136
C 3.432 -1.939 1.305
C -2.194 -0.910 0.082
C 2.758 1.031 0.607
C -0.642 5.298 -0.934
C 0.389 3.336 -2.157
C -2.900 1.414 -0.708
C -4.074 2.259 -0.972
C 3.309 -1.391 2.703
C -1.102 5.899 0.226
C 0.262 -2.549 1.950
C -0.112 4.015 -0.911
C -3.894 3.166 -2.189
H 0.019 2.309 -2.198
H 0.061 3.870 -3.047
H -1.456 5.659 2.329
H -1.504 6.904 0.187
H -0.970 -2.479 -4.100
H -5.004 0.660 -2.133
H 4.505 -3.682 1.920
H 4.236 -0.901 3.015
H -3.622 3.771 0.516
H 3.120 -2.199 3.411
H -4.511 -2.030 -0.879
H 2.901 -0.268 -2.575
H 4.525 1.420 1.762
H 1.316 -0.697 -1.935
H 1.482 3.288 -2.169
H -1.202 3.545 3.500
H -1.572 -0.659 -2.539
H -4.528 -1.559 3.405
H -3.655 2.566 -3.069
H 4.696 -4.616 -0.341
H -6.823 -2.432 3.471
H 0.506 3.200 3.221
H -7.960 -3.124 1.383
H -5.371 0.597 -0.405
H -5.352 3.577 0.189
H -3.097 3.884 -2.029
H 3.660 -3.444 -2.260
H 4.716 0.178 0.516
H 1.883 4.356 1.001
H -4.819 3.712 -2.382
H -6.148 1.819 -1.431
H 2.499 -0.666 2.783
H -0.940 -4.825 -3.317
H 3.262 3.823 0.037
H -0.712 2.090 2.610
H -2.234 -3.548 0.554
H -1.600 -5.356 -0.993
H 4.640 1.893 0.069
H 3.239 3.514 1.772
H -2.815 -0.508 2.145
H 2.126 -1.782 -3.071
H -4.481 2.367 1.151
H -6.777 -2.916 -0.782
H -0.683 5.834 -1.875
```

---

The following is a quantum chemistry calculation of a structure of composition C45H44N2P2S2Ti, from the Open Molecules 2025 dataset.

Summary:
* ⟨S²⟩: 2.03
* F_max: 0.58 eV Å⁻¹
* 2S+1: 3
* Kohn-Sham gap (spin up / spin down): 0.2226 / 0.2506 Ha

Geometry as XYZ:
```
96
C45H44N2P2S2Ti (ωB97M-V with the def2-TZVPD basis set)
Ti -0.746 -0.625 -0.299
S -0.343 -1.383 -2.350
S -0.482 0.690 1.992
P 1.411 0.136 1.582
P 1.324 0.373 -1.436
N -2.443 0.560 -0.650
N -2.254 -1.924 0.214
C -2.246 3.851 -2.353
C 3.132 -0.110 -5.053
C -4.724 -2.263 0.209
C -2.131 -4.261 -0.544
C -4.932 0.461 -0.781
C -2.010 -3.312 0.486
C 3.938 1.243 1.579
C -2.459 4.718 -1.294
C 0.827 3.034 -0.759
C -2.270 2.473 -2.169
C -3.482 -1.465 -0.061
C 3.320 3.944 -1.578
C 2.414 -3.276 4.473
C 4.017 -1.155 -4.814
C 1.390 -0.466 0.003
C -3.238 2.339 1.539
C -3.580 -0.132 -0.511
C -2.803 2.837 0.185
C 1.724 2.148 -1.351
C 2.094 -2.484 2.223
C 4.894 2.202 1.874
C 2.974 2.614 -1.769
C 2.238 2.623 2.585
C 2.390 -0.221 -2.768
C -1.781 -5.581 -0.274
C 1.926 -0.954 4.081
C -2.652 -3.906 -1.912
C -2.516 1.969 -0.881
C 4.525 3.371 2.530
C -1.337 -5.966 0.978
C 3.272 -1.266 -2.528
C 2.198 -1.991 4.959
C -1.260 -5.029 1.994
C 3.200 3.581 2.883
C 4.087 -1.731 -3.552
C -1.585 -2.724 2.914
C -2.744 4.210 -0.040
C 2.361 -3.523 3.109
C -2.051 1.557 -3.339
C 1.873 -1.200 2.709
C 2.419 4.822 -0.989
C 2.606 1.452 1.934
C -1.600 -3.699 1.772
C 2.320 0.360 -4.032
C 1.174 4.367 -0.583
H -2.258 2.082 -4.272
H 5.273 4.119 2.762
H 2.237 -1.800 6.025
H -2.982 1.299 1.704
H 2.693 5.862 -0.843
H 3.681 1.938 -2.232
H -2.173 -4.524 -2.673
H -3.730 -4.094 -1.968
H -5.350 -1.753 0.946
H 4.775 -2.547 -3.365
H 1.739 0.044 4.462
H -2.051 4.243 -3.346
H 1.632 1.176 -4.220
H -1.059 -6.996 1.164
H -1.855 -6.315 -1.072
H 2.522 -4.525 2.728
H -0.939 -5.328 2.986
H 2.623 -4.086 5.162
H 1.198 2.782 2.846
H -2.571 -2.276 3.056
H -0.135 2.687 -0.420
H -4.850 1.471 -1.170
H 2.031 -2.662 1.158
H -2.418 5.790 -1.451
H -5.328 -2.392 -0.692
H -0.902 -1.898 2.758
H -2.681 0.670 -3.282
H -4.475 -3.248 0.596
H 4.651 -1.522 -5.613
H -4.324 2.436 1.636
H 4.224 0.330 1.068
H -2.943 4.885 0.788
H -2.782 2.929 2.335
H -5.477 -0.142 -1.510
H -1.301 -3.228 3.838
H 3.074 0.338 -6.037
H -2.474 -2.866 -2.167
H 2.910 4.495 3.388
H 0.463 5.043 -0.123
H 3.299 -1.714 -1.543
H 5.928 2.039 1.592
H -1.028 1.184 -3.372
H -5.541 0.493 0.127
H 4.298 4.293 -1.890
```